Entry 1:
113
Properties=species:S:1:pos:R:3:forces:R:3 method="wB97M-V/def2-TZVPD" max_force_ev_per_a=4.3 lumo_ha=0.0015 homo_lumo_gap_ha=0.353
C -3.985331 -7.957368 3.451398 1.093 -0.396 -0.441
C -3.511691 -6.543811 4.157474 -0.597 -0.321 0.884
C -4.418662 -5.244730 3.730229 1.767 0.466 -0.967
C -3.466282 -4.324169 2.724757 -1.911 0.000 -0.340
C -3.372723 -5.113810 1.288666 0.096 -0.139 0.042
C -1.833128 -5.467928 0.850942 0.122 -0.687 0.266
Si -1.392592 -4.718265 -0.912085 -0.605 -2.322 1.541
C 0.125751 -5.724689 -1.535903 1.743 -1.274 -0.762
C 1.176039 -6.179212 -0.317055 1.211 0.604 -0.273
C 2.731498 -5.702004 -0.706026 0.487 -0.086 0.716
C 3.678912 -5.491587 0.644840 -0.346 -1.122 0.265
C 3.180254 -4.269113 1.619275 -0.261 -0.940 0.655
C 4.381647 -3.366962 2.274625 0.174 0.804 0.252
C 4.851429 -2.074135 1.382628 0.408 0.549 0.289
C 3.655813 -1.021189 0.998422 0.409 0.999 -0.327
C 3.361607 0.132681 2.137675 -1.547 -0.622 0.036
C 1.997560 0.940982 1.606587 0.726 -1.081 -0.144
O 2.008232 2.371799 1.957190 -1.830 -1.007 -1.775
C 0.990895 3.058242 1.093328 0.052 0.216 -0.511
O -2.854833 -4.897080 -1.866504 3.236 1.556 -1.439
Si -2.611948 -4.537282 -3.564903 -2.713 -1.219 0.768
S -2.563266 -6.475580 -4.608203 -0.386 -0.458 0.425
Br -0.721373 -3.361541 -4.067307 -0.901 -0.628 0.235
C -4.265818 -3.688790 -4.177145 -0.790 0.942 0.100
C -5.295090 -4.731959 -4.923329 -0.955 0.604 0.637
C -4.017825 -2.358009 -5.101248 -1.686 0.433 -0.405
C -4.401469 -0.950333 -4.283908 -0.041 0.460 -0.871
C -3.169408 0.130319 -4.235562 -0.925 0.779 0.844
C -0.934976 -2.845729 -0.531427 0.628 1.653 1.666
F -0.800236 -2.688883 0.965072 -0.229 -0.308 -3.866
F 0.410912 -2.470419 -1.077500 -3.715 -0.547 1.365
C -2.098838 -1.789170 -0.997301 0.453 2.039 0.108
F -1.781183 -0.480571 -0.320444 -1.365 -3.567 -1.678
F -3.487344 -2.211097 -0.700988 4.095 1.128 -0.289
H -4.832666 -7.824276 2.652607 1.479 -0.194 1.727
H -3.037855 -8.364560 2.852149 -2.120 0.682 1.248
H -4.277453 -8.797320 4.235413 0.489 1.913 -1.680
H -2.373336 -6.357786 3.887933 -2.445 -0.295 0.703
H -3.626431 -6.680834 5.333592 0.516 0.267 -2.502
H -5.313585 -5.618853 3.074466 1.427 0.936 1.546
H -4.721649 -4.538551 4.615469 0.334 -1.759 -1.546
H -4.078598 -3.335755 2.532222 1.402 -1.751 0.384
H -2.436769 -4.027093 3.195073 -1.927 -0.804 -0.913
H -3.922565 -4.457683 0.477492 1.242 -1.354 1.545
H -3.962328 -6.143680 1.322950 1.191 2.278 0.090
H -1.703353 -6.648536 0.748486 -0.300 2.418 0.141
H -1.027007 -5.149993 1.670940 -1.910 -0.514 -1.790
H -0.209814 -6.742304 -2.057103 0.373 2.296 0.999
H 0.800192 -5.174076 -2.326740 -1.526 -0.989 1.476
H 0.943483 -5.661465 0.705948 0.200 -1.169 -1.910
H 1.208933 -7.351249 -0.212482 -0.313 2.429 0.010
H 2.723593 -4.659273 -1.249928 -0.096 -2.158 0.753
H 3.237927 -6.563577 -1.356855 -1.133 2.120 1.149
H 4.830271 -5.412416 0.380923 -2.450 0.033 0.326
H 3.563144 -6.505462 1.259804 0.412 2.096 -1.219
H 2.618124 -4.787361 2.534036 1.112 1.195 -1.946
H 2.353624 -3.656746 1.049718 1.809 -0.842 1.148
H 5.369973 -3.980766 2.517047 -2.268 0.947 -0.632
H 4.024043 -2.934505 3.327811 0.617 -0.958 -2.303
H 5.633070 -1.473208 2.053558 -1.614 -1.249 -1.430
H 5.460032 -2.367853 0.403924 -1.504 0.359 2.038
H 3.989537 -0.434718 0.020266 -0.700 -1.250 1.959
H 2.625237 -1.515512 0.745117 2.025 0.664 0.503
H 4.258231 0.861826 2.330533 -1.771 -1.474 -0.437
H 3.020324 -0.430371 3.130872 1.104 1.355 -1.925
H 1.036368 0.402437 2.062789 1.946 1.201 -1.022
H 1.996305 0.788552 0.432619 -0.180 0.537 2.226
H 0.480126 3.945510 1.699273 1.282 -1.969 -1.309
H 0.159650 2.316766 0.706447 1.581 1.386 1.050
H 1.544002 3.453919 0.117977 -1.155 -0.607 2.098
H -3.764673 -7.138024 -4.204988 1.532 1.335 -0.206
H -4.831122 -3.326227 -3.190312 1.289 -0.816 -2.034
H -6.354275 -4.185297 -4.948222 2.254 -1.104 -0.004
H -5.012468 -4.970289 -6.033691 -0.294 0.257 2.327
H -5.458918 -5.689345 -4.249479 0.417 1.856 -1.651
H -2.974261 -2.306030 -5.632018 -1.914 -0.076 1.278
H -4.823118 -2.412598 -5.981124 1.831 -0.006 1.798
H -5.292145 -0.412999 -4.869446 1.914 -1.347 1.262
H -4.807031 -1.146672 -3.202190 0.901 0.164 -2.073
H -3.643123 1.195377 -4.492923 1.332 -2.284 0.440
H -2.299938 -0.119907 -4.979578 -1.685 0.493 1.570
H -2.805485 0.235528 -3.103999 -0.392 -0.250 -2.613
H -2.042288 -1.570852 -2.147656 -0.216 -0.468 2.340
C 3.597512 5.746487 1.991601 0.261 -0.069 -0.069
C 2.875200 6.930484 1.373866 -0.334 -0.686 0.212
O 3.787710 8.008455 1.132853 0.563 0.349 -1.012
C 4.532661 7.904827 0.004336 -0.082 -0.591 -0.143
O 4.486010 6.993713 -0.807107 0.071 1.364 1.100
O 5.356401 8.981368 -0.056631 -0.758 -0.674 0.142
C 6.246509 8.964915 -1.170039 0.368 0.063 -0.429
H 4.151102 6.055509 2.884426 -0.205 0.009 -0.041
H 2.888883 4.960677 2.267194 0.096 0.076 -0.030
H 4.328615 5.323458 1.295315 -0.211 0.031 0.013
H 2.120969 7.302922 2.075381 0.276 0.237 -0.146
H 2.348475 6.647869 0.455205 0.276 0.130 0.053
H 5.704086 8.825493 -2.110513 0.087 -0.136 0.232
H 6.996908 8.179429 -1.036045 -0.204 0.035 -0.137
H 6.758681 9.930259 -1.209666 -0.243 -0.125 0.269
C 2.344622 11.478821 0.730953 -0.043 0.060 -0.295
C 1.366142 10.933200 1.755674 0.745 -0.180 -0.015
O 0.068753 11.513081 1.573193 -0.960 -0.456 -0.604
C -0.687635 10.960791 0.592330 0.386 -0.214 -0.254
O -0.364336 10.028127 -0.126250 -0.519 1.232 1.008
O -1.861143 11.639452 0.533119 0.899 -0.499 0.227
C -2.730866 11.199130 -0.507046 -0.387 -0.129 -0.372
H 2.351205 12.573687 0.748823 0.031 -0.135 0.150
H 3.356390 11.114160 0.928312 -0.125 -0.001 0.013
H 2.061420 11.179546 -0.283203 0.039 -0.088 0.176
H 1.700039 11.210599 2.761288 -0.365 0.092 -0.148
H 1.316109 9.838793 1.723710 -0.143 0.227 -0.155
H -2.898546 10.118738 -0.454223 0.189 0.193 -0.075
H -2.318727 11.479543 -1.481496 -0.024 -0.208 0.132
H -3.693611 11.701968 -0.380351 0.324 0.055 0.202

=====

Entry 2:
26
Properties=species:S:1:pos:R:3:forces:R:3 method="wB97M-V/def2-TZVPD" max_force_ev_per_a=3.2 s_squared=0.75 lumo_ha="-0.2397 / -0.5359" total_charge=+2 multiplicity=2 homo_lumo_gap_ha="0.450 / 0.151" relative_energy_kj_mol=127.8
C -1.760006 0.276586 -1.628428 -0.490 0.230 -1.510
C -0.702529 0.627218 -0.614442 -0.930 -1.729 0.746
C 0.571829 -0.275208 -0.848326 0.473 -0.763 -0.357
C 1.653235 0.198185 0.118167 0.070 1.420 -1.304
C 2.291526 1.480370 -0.360353 0.799 -0.314 0.560
N -1.289858 0.016076 0.694519 0.257 3.204 0.303
H -2.612132 0.943086 -1.428522 -0.148 -0.307 0.135
H -1.571193 0.427379 -2.692690 0.723 0.611 0.148
H -2.051745 -0.774720 -1.661283 -0.099 -0.007 0.806
H -0.500714 1.686562 -0.481828 0.050 -0.092 -0.038
H 0.735740 -0.337666 -1.925917 0.371 0.590 -0.066
H 0.386926 -1.332362 -0.618659 -0.208 0.200 0.062
H 2.439079 -0.591628 0.174683 -0.463 -0.759 0.301
H 1.266573 0.317245 1.160634 0.724 0.008 0.199
H 2.898259 1.926486 0.429985 -0.595 0.405 0.163
H 1.662572 2.203594 -0.886133 0.147 0.291 -0.035
H 3.056118 1.196984 -1.138669 -0.615 -0.277 -0.127
H -2.310200 -0.032741 0.654833 0.096 -0.790 -0.189
H -0.778239 -0.826234 0.848796 -0.677 -1.471 0.361
H -1.089138 0.606858 1.544528 0.127 -0.620 -0.505
H 0.202039 1.509943 3.272312 -0.268 -0.063 0.106
H 0.527846 0.040427 3.459265 -0.389 -0.116 0.104
O -0.069913 0.627850 2.967602 0.973 0.420 0.176
H -0.243336 -3.105412 -0.362291 0.368 -0.563 0.104
H -1.609806 -3.562970 -0.718681 -0.334 -0.258 0.235
O -1.102927 -3.245912 0.040909 0.040 0.750 -0.377